Here is an isolated molecule of C24H29N5O4 from OMol25. Energies are from the ωB97M-V functional and the def2-TZVPD basis.

Each line ends with the Mulliken charge.
Geometry (Å):
C1 -3.156 -3.639 -2.433  -1.31
C2 -2.071 -2.571 -2.580  -0.66
N1 -1.902 -1.833 -1.337  0.47
C3 -2.325 -0.450 -1.381  -0.79
C4 -1.409 0.496 -2.167  -0.92
C5 -0.641 -2.049 -0.669  0.03
C6 -0.569 -3.449 -0.035  -0.93
N2 0.603 -3.548 0.803  -0.05
C7 0.542 -3.396 2.141  0.72
O1 -0.468 -3.480 2.802  -0.65
C8 1.902 -3.012 2.746  -0.90
N3 2.170 -1.645 2.346  -0.13
C9 2.776 -1.353 1.176  0.11
O2 3.365 -2.177 0.496  -0.70
C10 2.636 0.082 0.785  0.60
N4 1.463 0.580 1.018  -0.73
N5 1.142 1.822 0.669  0.35
C11 -0.217 2.152 0.916  -0.18
C12 -0.897 3.082 0.142  -0.69
C13 -2.232 3.349 0.384  -0.43
C14 -2.915 2.682 1.396  0.92
O3 -4.220 2.869 1.713  -0.47
C15 -4.964 3.817 0.985  -0.85
C16 -2.228 1.737 2.163  -0.86
C17 -0.899 1.478 1.928  -0.11
C18 2.052 2.736 0.131  0.65
O4 1.755 3.898 -0.065  -0.71
C19 3.373 2.173 -0.163  -0.20
C20 4.339 2.985 -0.759  -0.65
C21 5.580 2.471 -1.059  -0.52
C22 5.876 1.138 -0.771  -0.61
C23 4.939 0.323 -0.178  -0.77
C24 3.674 0.832 0.136  1.08
H1 -4.097 -3.172 -2.158  0.29
H2 -2.889 -4.350 -1.658  0.27
H3 -3.288 -4.172 -3.372  0.44
H4 -1.128 -3.046 -2.873  0.38
H5 -2.358 -1.892 -3.389  0.42
H6 -3.328 -0.431 -1.816  0.37
H7 -2.403 -0.093 -0.349  0.44
H8 -0.423 0.539 -1.711  0.03
H9 -1.828 1.498 -2.169  0.36
H10 -1.298 0.163 -3.197  0.46
H11 0.229 -1.922 -1.341  0.17
H12 -0.554 -1.313 0.135  -0.15
H13 -1.443 -3.608 0.598  0.40
H14 -0.530 -4.223 -0.805  0.20
H15 1.495 -3.404 0.347  0.29
H16 1.859 -3.074 3.834  0.40
H17 2.703 -3.644 2.359  0.40
H18 1.580 -0.931 2.746  0.28
H19 -0.390 3.608 -0.649  0.50
H20 -2.729 4.080 -0.233  0.40
H21 -5.027 3.551 -0.074  0.33
H22 -5.963 3.803 1.419  0.24
H23 -4.541 4.822 1.085  0.34
H24 -2.764 1.220 2.942  0.45
H25 -0.379 0.747 2.525  0.36
H26 4.081 4.011 -0.974  0.49
H27 6.328 3.098 -1.521  0.41
H28 6.852 0.744 -1.015  0.43
H29 5.159 -0.710 0.040  0.49

Values from the calculation:
Energy above the lowest of the compared OMol25 structures with the same formula, charge and spin, kcal per mole: 57.8
LUMO energy, eV: -0.23
E_HOMO, hartree: -0.2991
Energy, eV: -40999.83177